Version A
{
  "formula": "C3H9N3O2S",
  "method": "ωB97M-V/def2-TZVPD",
  "species": ["C", "C", "C", "N", "N", "N", "O", "O", "S", "H", "H", "H", "H", "H", "H", "H", "H", "H"],
  "positions_angstrom": [[2.56362, -0.27222, 0.10303], [3.26811, 0.25088, -0.87820], [-3.49474, -1.71454, -0.33780], [-4.64468, -1.60402, -0.00488], [-1.06653, 0.76385, 0.75318], [-2.30253, -1.89797, -0.30975], [-2.12658, 0.96571, -1.49707], [-2.53264, 2.72326, 0.24873], [-2.51020, 1.10197, -0.11430], [2.47197, -1.33850, 0.23325], [2.04530, 0.34117, 0.82175], [3.36321, 1.31569, -1.01057], [3.78646, -0.36101, -1.59925], [-5.31751, -0.91890, -0.27985], [-1.79938, 3.19470, -0.15580], [-1.24633, 0.67710, 1.74402], [-0.61055, -0.06916, 0.40981], [-1.75786, -2.42312, -0.96476]],
  "charge": 0,
  "gap_ev": 10.46,
  "multiplicity": 1,
  "homo_energy_ev": -9.7
}

***

Version B
{
  "formula": "C3H9N3O2S",
  "method": "ωB97M-V/def2-TZVPD",
  "species": ["C", "C", "C", "N", "N", "N", "O", "O", "S", "H", "H", "H", "H", "H", "H", "H", "H", "H"],
  "positions_angstrom": [[2.46847, 1.92282, 0.02772], [-1.07611, -0.10500, 0.50881], [-0.97401, 1.30704, 0.01282], [2.22856, -2.08790, -0.04725], [2.90906, 1.37618, 0.90702], [0.23464, -0.67770, 0.79168], [0.25316, -1.44010, -1.58523], [-0.01174, 1.42525, -0.95129], [1.19272, -0.79781, -0.69893], [2.00747, 2.08440, -0.87834], [3.08189, -1.67484, 0.08622], [-1.43333, -0.14933, 1.53040], [-1.45941, -0.72362, -0.31150], [-0.60375, 2.00906, 0.89018], [-1.92065, 1.72548, -0.19708], [2.22744, -2.93864, -0.55178], [0.77198, -0.26446, 1.54882], [-0.30630, 0.88905, -1.78771]],
  "charge": 0,
  "gap_ev": 9.41,
  "multiplicity": 1,
  "homo_energy_ev": -8.8
}

***

Short version: version B is the least stable of them.

***

Version A
{
  "formula": "C4H9O3",
  "method": "ωB97M-V/def2-TZVPD",
  "species": ["C", "C", "O", "H", "H", "H", "H", "H", "H", "C", "C", "O", "O", "H", "H", "H"],
  "positions_angstrom": [[-0.97957, -1.06687, 0.31428], [-2.51805, -1.26684, 0.29523], [-0.60302, 0.24955, 0.66284], [-0.59750, -1.60378, 1.21376], [-0.48700, -1.37228, -0.58963], [-2.85193, -0.68023, -0.55248], [-0.19813, 0.63455, -0.22632], [-2.83944, -0.90958, 1.27528], [-2.71472, -2.33023, 0.14425], [2.12336, 1.43539, 0.31153], [1.80170, 0.92254, -1.16571], [2.74512, 0.53072, -1.85259], [0.55941, 0.94197, -1.49382], [2.05209, 0.50458, 0.83040], [1.39515, 2.15998, 0.62049], [3.11252, 1.85052, 0.21250]],
  "charge": -1,
  "gap_ev": 8.60,
  "multiplicity": 1,
  "homo_energy_ev": -4.6
}

***

Version B
{
  "formula": "C4H9O3",
  "method": "ωB97M-V/def2-TZVPD",
  "species": ["C", "O", "C", "C", "C", "O", "H", "H", "H", "H", "H", "H", "H", "H", "H", "O"],
  "positions_angstrom": [[0.37263, -0.53358, -0.83793], [1.13461, -1.61032, -1.03752], [0.00543, -0.36369, 0.66678], [-0.74063, 0.89422, 1.04134], [-1.10260, 0.98307, 2.48142], [-2.23439, 1.03382, 2.94824], [0.68755, 0.37351, -1.30756], [-0.46657, -0.54981, -1.58173], [-0.65853, -1.28753, 0.86954], [0.90633, -0.59639, 1.32328], [-1.79092, 0.93407, 0.56441], [-0.27288, 1.84272, 0.75646], [-0.27097, 0.96671, 3.21083], [1.96501, -0.07835, -3.40488], [1.20494, -1.32514, -2.36270], [1.26098, -0.68331, -3.32999]],
  "charge": -1,
  "gap_ev": 6.98,
  "multiplicity": 1,
  "homo_energy_ev": -3.4
}

***

Short version: version B is the least stable of them.

***

Version A
{
  "formula": "C4H9O3",
  "method": "ωB97M-V/def2-TZVPD",
  "species": ["C", "O", "H", "H", "H", "H", "C", "C", "C", "O", "O", "H", "H", "H", "H", "H"],
  "positions_angstrom": [[-0.13744, -1.27625, 1.87750], [0.00490, 0.02682, 2.12938], [0.82575, 0.46834, 1.60016], [-0.01606, -1.86572, 2.95502], [0.72459, -1.58985, 1.38625], [-1.19832, -1.51363, 1.47931], [-0.07096, -0.06791, -1.16590], [-1.10886, 1.09308, -1.29386], [1.45868, 0.52988, -0.94795], [2.03326, 0.96510, -1.94976], [1.87836, 0.31158, 0.19085], [-0.21216, -0.71276, -0.15985], [0.05071, -0.52648, -2.15037], [-2.09964, 0.80200, -1.03697], [-1.09234, 1.44230, -2.24192], [-1.04047, 1.91349, -0.67190]],
  "charge": -1,
  "gap_ev": 8.14,
  "multiplicity": 1,
  "homo_energy_ev": -4.1
}

***

Version B
{
  "formula": "C4H9O3",
  "method": "ωB97M-V/def2-TZVPD",
  "species": ["C", "C", "O", "O", "H", "H", "H", "C", "C", "O", "H", "H", "H", "H", "H", "H"],
  "positions_angstrom": [[2.79292, 1.15164, 0.43649], [2.24108, -0.18104, 1.02354], [1.29582, -0.73835, 0.43890], [2.79452, -0.55404, 2.10138], [3.79638, 1.33368, 0.79782], [2.11669, 1.93489, 0.73933], [2.80722, 1.05265, -0.65642], [-1.49858, -0.39642, -0.99649], [-2.85144, -0.06099, -0.29662], [-1.11056, -1.67026, -0.56926], [-1.46461, -0.41021, -2.08417], [-0.79576, 0.38573, -0.65602], [-3.54122, -0.82721, -0.63701], [-0.51042, -1.67032, 0.19689], [-3.27961, 0.89198, -0.61487], [-2.79242, -0.24174, 0.77650]],
  "charge": -1,
  "gap_ev": 7.91,
  "multiplicity": 1,
  "homo_energy_ev": -4.0
}

***

Version C
{
  "formula": "C4H9O3",
  "method": "ωB97M-V/def2-TZVPD",
  "species": ["C", "C", "O", "H", "H", "H", "H", "H", "H", "C", "C", "O", "O", "H", "H", "H"],
  "positions_angstrom": [[1.05472, -1.36876, -0.56931], [0.30121, -2.44792, 0.27108], [1.91863, -0.78320, 0.29304], [1.61788, -1.85461, -1.44254], [0.27570, -0.66852, -0.98746], [0.21462, -3.29583, -0.39146], [1.48034, 0.17077, 0.46835], [-0.61116, -2.05518, 0.72812], [0.93729, -2.69469, 1.09391], [-1.32884, 2.60753, -0.27697], [-0.62424, 1.52446, 0.57362], [-1.32199, 0.93398, 1.29861], [0.66631, 1.42972, 0.38879], [-1.93232, 3.22877, 0.31297], [-1.92235, 1.96324, -0.95266], [-0.72580, 3.31023, -0.80808]],
  "charge": -1,
  "gap_ev": 8.97,
  "multiplicity": 1,
  "homo_energy_ev": -4.7
}

***

Short version: version A is the least stable of them.

***

Version A
{
  "formula": "C9H15BrN10O2PdSSbSe4",
  "method": "ωB97M-V/def2-TZVPD",
  "species": ["Pd", "C", "C", "N", "N", "C", "S", "N", "N", "H", "H", "H", "H", "H", "H", "N", "N", "C", "N", "N", "N", "O", "O", "H", "H", "H", "H", "H", "Br", "C", "C", "C", "N", "C", "C", "H", "H", "H", "H", "Se", "Sb", "Se", "Se", "Se"],
  "positions_angstrom": [[-0.52496, -0.17594, 0.19670], [2.40896, 5.38872, -1.31585], [2.69060, 4.06021, -0.72575], [3.85343, 3.50698, -0.61781], [3.59452, 2.29852, -0.03910], [2.30473, 2.08622, 0.22065], [1.69497, 0.67698, 0.94171], [1.71042, 3.22516, -0.21719], [0.35238, 3.47091, -0.11600], [3.34901, 5.84883, -1.60686], [1.90253, 6.03682, -0.59988], [1.77476, 5.29206, -2.19819], [4.34263, 1.65130, 0.14545], [-0.03942, 3.65137, -1.03374], [0.18126, 4.24011, 0.51971], [-0.71625, -0.88760, 2.58594], [-1.92663, -1.52571, 2.86850], [-2.79977, -1.85588, 1.87749], [-3.99758, -2.28005, 2.26331], [-2.34438, -1.72683, 0.64189], [-3.19013, -2.02713, -0.39602], [-4.17376, -2.73341, -0.23932], [-2.79481, -1.64779, -1.48327], [0.05321, -1.39342, 3.00850], [-0.72669, 0.07356, 2.91150], [-2.28113, -1.47931, 3.81129], [-4.25059, -2.30658, 3.23493], [-4.62415, -2.63449, 1.55506], [3.01983, -5.88002, -1.52599], [2.06336, -4.33543, -1.06536], [2.26467, -3.15618, -1.76196], [1.53745, -2.04250, -1.38385], [0.64942, -2.05772, -0.39014], [0.46681, -3.20141, 0.27191], [1.14967, -4.36610, -0.02365], [2.96642, -3.09876, -2.58103], [1.67060, -1.09961, -1.89618], [-0.27028, -3.18647, 1.06264], [0.96634, -5.26989, 0.53902], [-4.45204, 0.67795, -2.52154], [-2.45595, 1.67987, -1.42002], [-0.34174, 0.82863, -2.25841], [-2.44498, 1.61512, 0.99910], [-2.61273, 4.05894, -2.23819]],
  "s_squared": 6.017,
  "charge": 1,
  "gap_ev": [7.07, 5.72],
  "multiplicity": 5,
  "homo_energy_ev": [-10.5, -11.0]
}

***

Version B
{
  "formula": "C9H15BrN10O2PdSSbSe4",
  "method": "ωB97M-V/def2-TZVPD",
  "species": ["Pd", "C", "C", "N", "N", "C", "S", "N", "N", "H", "H", "H", "H", "H", "H", "N", "N", "C", "N", "N", "N", "O", "O", "H", "H", "H", "H", "H", "Br", "C", "C", "C", "N", "C", "C", "H", "H", "H", "H", "Se", "Sb", "Se", "Se", "Se"],
  "positions_angstrom": [[-0.61600, 0.20345, -0.46386], [0.60974, -0.90867, 4.66929], [0.13780, 0.48455, 4.48770], [-0.10668, 1.30956, 5.43932], [-0.49689, 2.45476, 4.80151], [-0.50894, 2.38553, 3.45696], [-0.84678, 3.61310, 2.40524], [-0.10893, 1.08049, 3.24933], [0.05748, 0.43514, 2.01514], [0.78380, -1.07472, 5.72966], [1.53930, -1.07166, 4.12320], [-0.13255, -1.63321, 4.32063], [-0.71628, 3.27980, 5.32933], [-0.11185, -0.54707, 2.18000], [1.02768, 0.52656, 1.74070], [0.61675, -1.79392, -0.76191], [0.83651, -2.13208, -2.09614], [0.21657, -1.48349, -3.10861], [0.48030, -1.89599, -4.34173], [-0.59582, -0.50172, -2.73605], [-1.33925, 0.18588, -3.68437], [-1.25273, -0.07395, -4.88874], [-2.06891, 1.04028, -3.25320], [1.53024, -1.64236, -0.33888], [0.16868, -2.56616, -0.28477], [1.47180, -2.88204, -2.30214], [1.12128, -2.64618, -4.52926], [0.00186, -1.41902, -5.09074], [-4.33255, 5.25916, -2.48797], [-3.29042, 3.93107, -1.66447], [-1.90941, 4.01849, -1.69196], [-1.18474, 3.01656, -1.08148], [-1.76074, 1.97952, -0.46113], [-3.09220, 1.91540, -0.43536], [-3.90047, 2.87102, -1.01986], [-1.41238, 4.84216, -2.18417], [-0.10672, 3.05810, -1.05065], [-3.52571, 1.08081, 0.09784], [-4.97713, 2.78955, -0.97462], [2.99399, -4.45001, 4.01580], [4.27056, -3.76897, 1.97689], [3.38872, -1.57719, 1.36354], [3.58996, -5.17703, 0.03627], [6.72185, -3.73216, 2.42051]],
  "s_squared": 6.019,
  "charge": 1,
  "gap_ev": [5.64, 3.97],
  "multiplicity": 5,
  "homo_energy_ev": [-10.2, -10.2]
}

***

Short version: version B is the least stable of them.

***

Version A
{
  "formula": "C3H9NO2",
  "method": "ωB97M-V/def2-TZVPD",
  "species": ["C", "C", "O", "O", "H", "H", "H", "C", "N", "H", "H", "H", "H", "H", "H"],
  "positions_angstrom": [[-0.32124, 0.96340, 2.36757], [0.62567, 0.66855, 1.28761], [1.49078, -0.17627, 1.23510], [0.35135, 1.52076, 0.26057], [-0.21544, 1.97335, 2.75930], [-0.32607, 0.25881, 3.24373], [-1.36820, 1.05902, 2.03443], [-0.71583, -1.07175, -1.88081], [0.70797, -0.93497, -1.75732], [1.00071, 1.41469, -0.45514], [0.98305, -0.91505, -0.73651], [1.17461, -1.61182, -2.36770], [-1.21038, -0.20027, -1.40534], [-1.19153, -2.04510, -1.63507], [-0.98546, -0.90337, -2.95042]],
  "s_squared": 0.754,
  "charge": 1,
  "gap_ev": [11.28, 5.61],
  "multiplicity": 2,
  "homo_energy_ev": [-14.9, -14.9]
}

***

Version B
{
  "formula": "C3H9NO2",
  "method": "ωB97M-V/def2-TZVPD",
  "species": ["C", "C", "C", "O", "N", "H", "H", "H", "H", "H", "H", "H", "H", "H", "O"],
  "positions_angstrom": [[-1.32449, -0.52849, 1.13843], [-2.26872, -0.70635, 0.09292], [-2.32647, 0.07292, -1.02304], [3.92831, -0.05970, 0.14678], [-0.31952, 0.40380, 1.02411], [-1.30072, -1.37269, 1.82697], [-0.56351, 1.27186, 1.47555], [-2.76054, -1.67518, 0.12061], [-3.07957, -0.03401, -1.79582], [-1.73526, 0.98523, -1.03306], [2.50684, 0.98919, -1.80678], [0.41516, 0.27595, 0.33390], [4.03980, -0.76695, 0.82398], [2.73271, 0.29134, -0.36249], [2.05597, 0.85307, -0.96206]],
  "s_squared": 0.753,
  "charge": 1,
  "gap_ev": [6.99, 6.85],
  "multiplicity": 2,
  "homo_energy_ev": [-14.2, -14.1]
}

***

Version C
{
  "formula": "C3H9NO2",
  "method": "ωB97M-V/def2-TZVPD",
  "species": ["C", "N", "H", "H", "H", "H", "H", "H", "C", "C", "O", "O", "H", "H", "H"],
  "positions_angstrom": [[2.39775, 0.79410, 0.21121], [2.34609, -0.63487, -0.13227], [-1.74738, -1.78920, 0.90180], [1.96998, -1.28196, 0.57424], [1.96212, -0.85559, -1.06306], [3.32755, 0.82846, 0.81054], [1.54745, 0.94164, 0.86326], [2.58711, 1.37344, -0.68038], [-1.17307, 1.29702, 0.33892], [-1.21456, -0.14279, -0.11371], [-1.94604, -0.88078, 0.72217], [-0.84337, -0.51860, -1.19050], [-1.75534, 1.46392, 1.24720], [-1.49391, 1.98282, -0.43486], [-0.18592, 1.45416, 0.77729]],
  "s_squared": 0.754,
  "charge": 1,
  "gap_ev": [10.56, 5.54],
  "multiplicity": 2,
  "homo_energy_ev": [-14.5, -14.5]
}

***

Short version: version B is the least stable of them.

***

Version A
{
  "formula": "C3H7NO3",
  "method": "ωB97M-V/def2-TZVPD",
  "species": ["C", "N", "C", "O", "H", "H", "H", "H", "H", "O", "C", "O", "H", "H"],
  "positions_angstrom": [[1.82462, -1.13877, -0.87689], [1.72604, -0.12052, 0.13245], [0.97599, -0.22032, 1.23264], [0.34087, -1.23450, 1.58028], [2.38667, -2.06274, -0.54030], [2.31090, -0.66880, -1.71588], [0.80112, -1.53949, -1.14439], [2.16038, 0.77076, -0.01388], [0.97610, 0.73267, 1.83466], [-1.31579, 2.03790, -0.43540], [-1.90906, 0.99932, -0.27201], [-1.68667, -0.07528, -1.09956], [-2.76415, 0.84982, 0.46831], [-2.00992, -0.90493, -0.68068]],
  "charge": 0,
  "gap_ev": 10.63,
  "multiplicity": 1,
  "homo_energy_ev": -9.9,
  "smiles": "CNC=O.O=CO"
}

***

Version B
{
  "formula": "C3H7NO3",
  "method": "ωB97M-V/def2-TZVPD",
  "species": ["C", "C", "C", "N", "O", "O", "O", "H", "H", "H", "H", "H", "H", "H"],
  "positions_angstrom": [[1.03662, 0.78201, -0.73349], [-0.46405, 1.23813, 1.21044], [0.12380, 0.22534, 0.28528], [-1.16324, -1.79843, -1.04177], [2.04140, 0.15592, -1.03813], [0.64124, -0.89794, 0.83863], [-1.01721, -0.48338, -0.98141], [0.47956, 1.57807, -1.35280], [0.39824, 1.63331, 1.67835], [-1.09712, 0.79342, 1.90255], [-0.88935, 2.07530, 0.51075], [-1.21314, -2.16432, -0.09843], [-0.47019, -2.21167, -1.58721], [1.59343, -0.92577, 0.40724]],
  "charge": 0,
  "gap_ev": 8.51,
  "multiplicity": 1,
  "homo_energy_ev": -8.5
}

***

Short version: version B is the least stable of them.